ORCA calculation (ωB97M-V with the def2-TZVPD basis set) on a molecular structure, C51H81F24InNO18S2Si.

```
179
C51H81F24InNO18S2Si ωB97M-V with the def2-TZVPD basis set
C -4.5131 4.4276 6.4275
C -5.8971 4.3337 5.7619
N -5.7562 4.0467 4.3299
C -5.9897 5.2294 3.4550
C -4.6566 5.6316 2.8287
C -6.5881 2.9777 3.9107
S -8.2000 2.8960 4.0822
S -5.7454 1.6311 3.0684
C -5.0532 0.7261 4.4874
C -4.0854 -0.4158 4.1009
C -3.5088 -0.4099 2.6742
In -2.1302 1.3051 2.1598
C -0.4768 1.4684 3.6658
C 0.8565 0.8381 3.2415
C 1.9652 1.2196 4.2491
C 1.6802 0.6456 5.6657
C 1.7340 1.6859 6.8030
C 0.3942 2.1804 7.3159
O -0.3405 3.0299 6.4292
C 0.1186 4.2535 6.2476
C -0.6878 5.0220 5.2429
O 1.0359 4.7634 6.8125
Si -1.2917 1.1021 -0.2751
C -0.3776 -0.5227 -0.6587
C -2.8668 1.0472 -1.3773
C -0.1862 2.5725 -0.7837
H -4.1274 5.4384 6.3203
H -4.5467 4.1478 7.4754
H -3.8183 3.7965 5.8828
H -6.5105 3.5854 6.2489
H -6.3886 5.2894 5.9498
H -6.6889 4.9239 2.6852
H -6.4586 6.0597 3.9824
H -4.7908 6.3760 2.0466
H -3.9671 5.9470 3.6069
H -4.2280 4.7313 2.3969
H -4.5525 1.4225 5.1583
H -5.8996 0.2892 5.0049
H -3.2696 -0.4971 4.8121
H -4.6717 -1.3333 4.2108
H -4.2834 -0.5076 1.9141
H -2.8942 -1.3086 2.5931
H -3.0436 2.8602 2.2233
H -0.8512 1.0928 4.6176
H -0.2986 2.5327 3.8107
H 0.7230 -0.2407 3.1864
H 1.1113 1.2756 2.2790
H 2.8778 0.7395 3.8854
H 2.1235 2.2948 4.2810
H 0.7782 0.0434 5.6823
H 2.5073 -0.0381 5.8572
H 2.3979 2.4883 6.5361
H 2.2035 1.1960 7.6590
H 0.4806 2.6555 8.2891
H -0.2280 1.3027 7.4550
H -1.3203 5.7330 5.7634
H -1.3541 4.3608 4.6956
H -0.0437 5.5343 4.5423
H 0.6172 -0.5971 -0.2321
H -1.0015 -1.3551 -0.3605
H -0.2399 -0.6101 -1.7437
H -3.7406 0.9491 -0.7379
H -3.0081 1.9618 -1.9540
H -2.8196 0.1425 -1.9790
H -0.7508 3.4869 -0.6100
H 0.0076 2.5386 -1.8617
H 0.7752 2.5880 -0.2817
C 0.1009 -7.3327 -0.9916
C 1.0665 -6.1634 -0.9788
O 0.4660 -5.0295 -0.3271
C 0.5240 -4.9994 0.9985
O 1.0337 -5.8215 1.7035
C -0.1439 -3.7124 1.5022
F -1.2972 -3.4856 0.8561
F 0.6568 -2.6521 1.3085
F -0.4224 -3.7821 2.8075
H -0.8473 -7.0371 -1.4427
H 0.5121 -8.1672 -1.5550
H -0.1137 -7.6718 0.0221
H 1.2857 -5.8448 -1.9946
H 2.0037 -6.4185 -0.5066
C 4.4394 4.5198 6.2063
C 5.7083 3.7116 6.0550
O 6.5442 4.2428 5.0035
C 7.3216 5.2596 5.3303
O 7.4019 5.7801 6.4060
C 8.1733 5.6699 4.1211
F 7.4563 5.7169 2.9910
F 9.1770 4.7933 3.9248
F 8.7218 6.8783 4.3069
H 3.9086 4.5809 5.2556
H 3.7850 4.0663 6.9438
H 4.6561 5.5406 6.5219
H 5.4688 2.6915 5.7596
H 6.2656 3.6586 6.9896
C -3.6409 1.1660 -7.9752
C -3.1729 -0.2717 -7.9636
O -2.6872 -0.5956 -6.6489
C -3.6074 -0.9305 -5.7515
O -4.7837 -1.0198 -5.9508
C -2.9332 -1.2265 -4.4084
F -1.9901 -0.3304 -4.1124
F -2.3284 -2.4335 -4.4247
F -3.8151 -1.2335 -3.4108
H -2.8464 1.8240 -7.6309
H -3.9390 1.4676 -8.9799
H -4.4865 1.3043 -7.3077
H -2.3362 -0.4104 -8.6460
H -3.9597 -0.9590 -8.2748
C 3.6129 -11.6392 -5.1195
C 4.6051 -10.4957 -5.1107
O 4.0277 -9.3196 -4.5177
C 4.0535 -9.2596 -3.1911
O 4.5093 -10.0835 -2.4552
C 3.4372 -7.9331 -2.7257
F 2.3131 -7.6534 -3.4010
F 4.2881 -6.9132 -2.9234
F 3.1405 -7.9694 -1.4204
H 2.6888 -11.3383 -5.6147
H 4.0293 -12.5001 -5.6419
H 3.3540 -11.9415 -4.1050
H 4.8686 -10.2183 -6.1294
H 5.5266 -10.7668 -4.5968
C -4.0056 -4.8843 -5.6755
C -4.3536 -4.0587 -6.8950
O -4.2000 -4.8382 -8.1004
C -5.2128 -5.6291 -8.4261
O -6.2345 -5.7624 -7.8216
C -4.8961 -6.3452 -9.7464
F -3.6284 -6.8010 -9.7706
F -5.0429 -5.5106 -10.7919
F -5.7069 -7.3851 -9.9468
H -3.0035 -5.3051 -5.7730
H -4.0440 -4.2721 -4.7768
H -4.6984 -5.7177 -5.5573
H -3.6673 -3.2218 -6.9903
H -5.3601 -3.6495 -6.8280
C -3.5377 5.2071 -1.9761
C -3.8389 6.1703 -3.1060
O -3.7318 5.5143 -4.3865
C -4.7953 4.8282 -4.7808
O -5.8243 4.7098 -4.1854
C -4.5322 4.2148 -6.1632
F -3.3066 3.6721 -6.2455
F -4.6184 5.1402 -7.1360
F -5.4168 3.2552 -6.4483
H -2.5615 4.7426 -2.1193
H -3.5417 5.7283 -1.0195
H -4.2745 4.4053 -1.9349
H -3.1058 6.9746 -3.1211
H -4.8223 6.6258 -2.9953
C 11.4403 7.3438 5.6327
C 11.0632 8.4486 6.5940
O 12.2172 9.2315 6.9648
C 12.5737 10.1883 6.1191
O 12.0342 10.4598 5.0873
C 13.7815 10.9516 6.6828
F 14.7053 10.1162 7.1861
F 13.3953 11.7779 7.6721
F 14.3699 11.6897 5.7388
H 12.2376 6.7280 6.0521
H 10.5848 6.7151 5.4267
H 11.8076 7.7505 4.6901
H 10.6789 8.0256 7.5196
H 10.2856 9.0901 6.1819
C -1.2364 -7.6879 -8.3043
C -0.6477 -9.0758 -8.1739
O -0.1464 -9.3075 -6.8427
C -1.0384 -9.6823 -5.9335
O -2.2085 -9.8425 -6.1157
C -0.3323 -9.9330 -4.5920
F 0.5552 -8.9661 -4.3112
F 0.3365 -11.1031 -4.6262
F -1.2077 -9.9900 -3.5889
H -0.5061 -6.9359 -8.0017
H -1.5332 -7.4956 -9.3301
H -2.1087 -7.5688 -7.6625
H 0.2090 -9.1835 -8.8365
H -1.3697 -9.8445 -8.4471
```

Calculated values
LUMO energy	0.052	Eh
orbital gap	0.201	Eh
HOMO	-4.0	eV
charge	-1

---

ORCA calculation (ωB97M-V with the def2-TZVPD basis set) on 2 unconnected molecules or ions with the total composition C4H9NO2.

```
16
C4H9NO2 ωB97M-V with the def2-TZVPD basis set
N 0.9481 0.4176 0.1287
C 1.2210 -0.8965 0.5063
O 2.2602 -1.2847 0.9915
C 0.0065 -1.7314 0.1287
C -1.0235 -0.7014 -0.3306
C -0.1476 0.4290 -0.8788
O -0.8031 2.4675 0.9607
H 1.7851 0.9886 0.0528
H -0.1438 1.7643 1.1017
H 0.3159 -2.3754 -0.7039
H -0.2993 -2.3779 0.9538
H -1.7414 -1.0857 -1.0571
H -1.5901 -0.3050 0.5209
H 0.2579 0.2215 -1.8739
H -0.7186 1.3582 -0.9225
H -0.3272 3.1113 0.4217
```

Calculated values
relative energy (zero: lowest compared OMol25 entry of this formula, charge and spin)	14.5	kcal/mol
LUMO energy	0.026	Eh
orbital gap	0.389	Eh
HOMO	-9.9	eV
charge	0

---

ORCA calculation (ωB97M-V with the def2-TZVPD basis set) on a molecular structure, C27H15BiBrF6NO2P.

```
54
C27H15BiBrF6NO2P ωB97M-V with the def2-TZVPD basis set
Bi 7.4154 11.7484 7.3381
F 10.8581 11.4075 13.6974
C 10.6391 10.9841 12.4654
C 11.6598 10.4802 11.6881
F 12.8912 10.5115 12.1995
C 11.5060 10.2425 10.3360
F 12.5401 9.6620 9.7152
C 10.3498 10.6640 9.6228
P 10.1349 10.8139 7.9128
C 11.5793 11.7808 7.3588
C 11.4900 13.2056 7.1518
C 12.6230 13.9281 6.7488
C 13.8795 13.2712 6.7861
C 13.9564 11.9066 6.9289
C 12.8106 11.1806 7.2714
C 10.4235 9.1485 7.2890
C 9.8529 8.0931 8.0629
C 9.9174 6.7948 7.5229
C 10.6782 6.5250 6.3904
C 11.3600 7.5819 5.7136
C 11.1370 8.8923 6.1042
C 9.2471 10.9922 10.4677
Br 7.3356 11.0516 9.9463
C 9.4095 11.2517 11.8405
F 8.3244 11.5839 12.5660
H 10.5311 13.7225 7.1506
H 12.5735 14.9897 6.5835
H 14.8148 13.8038 6.6380
H 14.8807 11.3302 6.9315
H 12.8681 10.0910 7.4453
H 9.4886 8.2954 9.0728
H 9.3299 5.9671 8.0010
H 10.6904 5.4614 6.0537
H 12.0718 7.3026 4.9410
H 11.6756 9.7012 5.5826
F 4.5889 10.2738 6.9415
C 5.8553 9.9880 6.5071
F 6.1553 8.7445 6.9152
H 5.8787 10.0085 5.3982
O 4.9750 13.5683 6.2128
C 5.6353 14.3209 6.9511
N 6.7966 13.8773 7.5523
C 7.5309 14.9721 8.0040
O 8.7281 14.9730 8.2859
C 6.5500 16.1518 8.0209
C 6.4296 17.3144 8.7751
C 5.2278 18.0547 8.6714
C 4.2125 17.6996 7.7524
C 4.3394 16.5349 6.9994
C 5.4162 15.7182 7.2846
H 7.2062 17.6394 9.4366
H 5.1125 18.9072 9.2590
H 3.3410 18.3440 7.7062
H 3.6130 16.3213 6.2087
```

Calculated values
relative energy (zero: lowest compared OMol25 entry of this formula, charge and spin)	88.5	kcal/mol
LUMO energy (alpha / beta)	-0.175 / -0.175	Eh
orbital gap (alpha / beta)	0.224 / 0.224	Eh
HOMO (alpha / beta)	-10.9 / -10.9	eV
charge	+1

---

ORCA calculation (ωB97M-V with the def2-TZVPD basis set) on a single C4H10O molecule.

```
15
C4H10O ωB97M-V with the def2-TZVPD basis set
C -1.8399 -0.6180 -0.1623
C -0.9394 0.5320 0.2237
C 0.4716 0.6105 -0.2875
C 1.4073 -0.4439 0.2805
H -1.9549 -0.6991 -1.2886
H -2.8636 -0.5025 0.2164
H -1.4498 -1.6361 0.1169
H -0.9544 0.6879 1.2993
H -1.5225 1.3986 -0.1405
H 0.5282 0.5584 -1.3942
H 0.8778 1.5487 0.0149
H 1.3964 -0.3905 1.4004
H 1.1211 -1.4370 -0.0681
H 2.9732 0.6758 -0.0162
O 2.7489 -0.2846 -0.1946
```

Calculated values
relative energy (zero: lowest compared OMol25 entry of this formula, charge and spin)	13.5	kcal/mol
LUMO energy	0.038	Eh
orbital gap	0.414	Eh
HOMO	-10.2	eV
charge	0

---

ORCA calculation (ωB97M-V with the def2-TZVPD basis set) on 2 unconnected molecules or ions with the total composition C8H12N3O3.

```
26
C8H12N3O3 ωB97M-V with the def2-TZVPD basis set
C 0.0310 -0.4927 -3.0043
C -0.0235 -1.4003 -0.7651
C 0.9504 5.2121 1.2678
C 0.8897 1.1889 0.0628
C 0.4421 0.2767 1.1765
C -0.1437 1.0217 -1.1275
C 0.1836 -1.2073 0.7231
C -0.9442 -1.8336 1.6203
N -0.0214 -0.9880 -4.0415
N 0.0901 -0.2828 -1.7918
N -1.1841 -3.2111 1.3837
O 1.2088 5.9493 2.0899
O -0.1482 -2.4770 -1.2628
O 0.7368 4.3630 0.5426
H 0.8560 2.2901 0.2496
H 1.9867 0.9257 -0.1424
H 1.1132 0.2215 1.9176
H -0.5416 0.4747 1.6892
H -1.0955 1.1270 -0.7635
H 0.0611 1.9293 -1.8428
H 1.0051 -1.7399 1.0527
H -1.9915 -1.3284 1.4247
H -0.7103 -1.7086 2.5986
H -0.5306 -1.2207 -4.9183
H -0.3087 -3.6600 1.1418
H -1.9113 -3.4299 0.7191
```

Calculated values
relative energy (zero: lowest compared OMol25 entry of this formula, charge and spin)	39.9	kcal/mol
LUMO energy	-0.153	Eh
orbital gap	0.299	Eh
HOMO	-12.3	eV
charge	+1

---

ORCA calculation (ωB97M-V with the def2-TZVPD basis set) on a single C4H5N2P molecule.

```
12
C4H5N2P ωB97M-V with the def2-TZVPD basis set
C -0.7503 0.6504 2.6532
C -0.0937 1.5594 1.8411
C 0.6879 0.8626 0.6436
C -0.7545 -0.6859 -0.7670
N -1.3850 -0.1471 3.1954
N -0.0352 -0.3712 0.3040
P -0.3189 3.1885 2.1163
H 0.6144 1.6078 -0.1000
H 1.6346 0.6206 1.2191
H -0.7701 -0.1651 -1.6890
H -1.4657 -1.4132 -0.6920
H -0.1457 -0.9017 1.1815
```

Calculated values
relative energy (zero: lowest compared OMol25 entry of this formula, charge and spin)	12.4	kcal/mol
expectation value of S²	2.02
LUMO energy (alpha / beta)	-0.039 / -0.065	Eh
orbital gap (alpha / beta)	0.184 / 0.303	Eh
multiplicity	3
HOMO (alpha / beta)	-6.1 / -10.0	eV
charge	0

---

Number 1: E -192489.6825 eV. Number 2: E -9879.4326 eV. Number 3: E -135292.7954 eV. Number 4: E -6357.2170 eV. Number 5: E -19094.6377 eV. Number 6: E -16492.9357 eV.